No. 1
Formula: C42H38AlBrN4Sb
Source: OMol25
Level of theory: wB97M-V/def2-TZVPD

Calculated values
Total charge ... +1
Relative energy (zero: lowest compared OMol25 entry of this formula, charge and spin) ... 0.00 kcal per mole
LUMO level ... -3.7356 eV
E_HOMO ... -9.79 eV

Atoms and positions in Å:
Al 0.492 0.818 0.038
C -1.148 3.211 3.220
C -2.319 3.624 2.597
C -2.523 3.343 1.255
C -1.547 2.639 0.552
C -0.373 2.189 1.161
C -0.192 2.494 2.507
C -1.713 2.315 -0.889
C -2.535 3.101 -1.722
C -2.559 2.850 -3.054
C -1.800 1.786 -3.591
C -1.809 1.509 -4.979
C -1.075 0.479 -5.483
C -0.323 -0.325 -4.601
C -0.312 -0.089 -3.256
C -1.034 0.999 -2.712
N -0.984 1.303 -1.355
H -0.983 3.448 4.264
H -3.070 4.168 3.155
H -3.441 3.659 0.775
H 0.708 2.176 3.025
H -3.082 3.929 -1.296
H -3.146 3.469 -3.723
H -2.406 2.138 -5.629
H -1.073 0.271 -6.544
H 0.250 -1.157 -4.994
H 0.274 -0.711 -2.597
Br 7.391 2.833 1.902
C 5.709 2.001 1.787
C 4.567 2.782 1.700
C 3.332 2.161 1.610
C 3.248 0.777 1.613
C 4.397 0.003 1.677
C 5.634 0.617 1.777
N 1.940 0.196 1.514
C 1.692 -0.949 1.984
C 0.307 -1.440 1.834
C -0.197 -2.429 2.648
C -1.563 -2.683 2.610
C -2.357 -1.944 1.757
C -1.760 -1.017 0.920
N -0.450 -0.763 0.951
H 4.641 3.860 1.702
H 2.426 2.753 1.554
H 4.349 -1.076 1.594
H 6.537 0.022 1.818
H 2.415 -1.548 2.532
H 0.461 -2.958 3.325
H -1.999 -3.437 3.253
H -3.426 -2.097 1.705
H -2.340 -0.443 0.209
C 4.327 -2.909 -1.243
C 2.983 -3.013 -0.927
C 2.167 -1.885 -0.952
C 2.683 -0.625 -1.259
C 4.045 -0.531 -1.571
C 4.847 -1.660 -1.575
N 1.833 0.497 -1.214
C 2.072 1.567 -2.120
C 2.556 1.358 -3.415
C 2.665 2.412 -4.307
C 2.281 3.701 -3.945
C 1.808 3.922 -2.662
C 1.725 2.871 -1.756
H 4.961 -3.786 -1.247
H 2.552 -3.979 -0.687
H 1.103 -1.981 -0.753
H 4.468 0.437 -1.811
H 5.896 -1.563 -1.830
H 2.836 0.358 -3.724
H 3.040 2.223 -5.305
H 2.365 4.519 -4.649
H 1.523 4.920 -2.351
H 1.387 3.084 -0.746
C -3.211 -2.491 -3.495
Sb -1.712 -2.925 -2.030
C -2.726 -4.630 -1.203
C -0.427 -4.062 -3.313
H -3.544 -3.420 -3.959
H -2.799 -1.829 -4.257
H -4.064 -1.998 -3.027
H -2.922 -5.355 -1.994
H -3.674 -4.335 -0.751
H -2.103 -5.098 -0.439
H -1.002 -4.451 -4.154
H -0.016 -4.897 -2.743
H 0.400 -3.456 -3.684



No. 2
Formula: C4H7FOS
Source: OMol25
Level of theory: wB97M-V/def2-TZVPD

Calculated values
Relative energy (zero: lowest compared OMol25 entry of this formula, charge and spin) ... 113.80 kcal per mole
LUMO level ... 0.2006 eV
E_HOMO ... -8.87 eV

Atoms and positions in Å:
C 1.312 -2.446 -0.638
C 0.570 -2.081 0.375
C -0.967 2.461 -0.112
C 0.327 0.156 0.803
O -1.540 0.012 -1.094
F -0.130 -2.680 1.378
S -1.369 0.631 0.242
H 1.522 -3.523 -0.694
H 1.717 -1.635 -1.336
H -0.148 2.286 -0.712
H -0.919 3.159 0.675
H -1.718 2.838 -0.715
H 0.896 0.553 -0.026
H 0.446 0.269 1.854



No. 3
Formula: C26H25BrN5O2PdS
Source: OMol25
Level of theory: wB97M-V/def2-TZVPD

Calculated values
Total charge ... -1
LUMO level ... 2.5604 eV
E_HOMO ... -5.31 eV

Atoms and positions in Å:
Pd 0.055 1.125 -0.564
Br 0.083 3.524 1.852
C 0.113 1.733 2.446
C 0.208 1.516 3.809
C 0.336 0.210 4.246
C 0.386 -0.806 3.313
C 0.249 -0.511 1.964
N 0.089 0.759 1.540
C 0.288 -1.705 0.969
O 1.039 -2.622 1.328
O -0.462 -1.632 -0.027
H 0.203 2.355 4.488
H 0.420 -0.004 5.304
H 0.536 -1.842 3.577
C -1.136 -2.824 -2.960
N -1.018 -1.395 -3.191
C 0.054 -0.689 -2.848
N 1.152 -1.346 -2.467
S -0.014 1.036 -2.939
H -2.118 -3.147 -3.296
H -1.028 -3.046 -1.895
H -0.378 -3.362 -3.533
H -1.853 -0.845 -3.313
H 0.995 -2.204 -1.953
H 1.844 -0.751 -2.018
C -5.430 -0.042 0.092
N -4.063 -0.506 0.171
C -3.550 -0.866 -1.134
C -3.146 0.392 0.885
C -2.924 1.746 0.238
C -3.923 2.712 0.411
C -3.866 3.945 -0.213
C -2.787 4.220 -1.043
C -1.778 3.281 -1.188
C -1.787 2.037 -0.533
H -6.055 -0.847 -0.305
H -5.562 0.839 -0.557
H -5.795 0.212 1.089
H -4.161 -1.672 -1.553
H -2.521 -1.207 -1.022
H -3.566 -0.015 -1.841
H -2.201 -0.139 0.954
H -3.548 0.522 1.896
H -4.762 2.485 1.062
H -4.651 4.676 -0.060
H -2.720 5.172 -1.558
H -0.929 3.543 -1.811
N 9.242 -2.674 0.843
C 8.217 -2.189 0.643
C 6.939 -1.583 0.394
C 5.778 -2.156 0.915
C 4.551 -1.570 0.677
C 4.452 -0.397 -0.086
C 5.627 0.162 -0.608
C 6.856 -0.420 -0.371
C 3.178 0.195 -0.325
C 2.041 0.607 -0.488
H 5.846 -3.062 1.503
H 3.642 -2.014 1.065
H 5.554 1.065 -1.199
H 7.758 0.019 -0.776



No. 4
Formula: C7H14OS3
Source: OMol25
Level of theory: wB97M-V/def2-TZVPD

Calculated values
Relative energy (zero: lowest compared OMol25 entry of this formula, charge and spin) ... 8.41 kcal per mole
LUMO level ... 0.5095 eV
E_HOMO ... -8.44 eV

Atoms and positions in Å:
C -0.195 0.246 -3.083
C 1.006 0.032 -2.144
C 0.687 0.742 -0.813
C 1.279 1.511 1.714
C -0.110 1.133 2.022
C -0.357 0.094 2.836
C -1.745 -2.141 0.299
H -0.050 -0.346 -3.994
H -1.142 -0.078 -2.552
H -0.268 1.309 -3.329
H 1.230 -1.031 -1.957
H 1.983 0.393 -2.597
H 0.617 1.816 -0.914
H -0.270 0.463 -0.349
H 1.272 2.520 1.273
H 2.045 1.409 2.552
H -0.881 1.543 1.403
H 0.423 -0.296 3.565
H -1.927 -3.065 0.816
H -2.122 -2.140 -0.745
H -0.649 -1.926 0.349
O 1.696 -1.022 1.056
S 1.994 0.350 0.449
S -1.900 -0.723 3.042
S -2.618 -0.794 1.100



No. 5
Formula: C63H133N7O15
Source: OMol25
Level of theory: wB97M-V/def2-TZVPD

Calculated values
SMILES ... CC1(C)CCCC(C)(C)N1O.CC1(C)CCCC(C)(C)N1O.CC1(C)CCCC(C)(C)N1O.CC1(C)CCCC(C)(C)N1O.CC1(C)CCCC(C)(C)N1O.COCCNCCOC.COCCNCCOC.O=C1OCCO1.O=C1OCCO1
Relative energy (zero: lowest compared OMol25 entry of this formula, charge and spin) ... 97.42 kcal per mole
LUMO level ... 0.0992 eV
E_HOMO ... -7.90 eV

Atoms and positions in Å:
C 1.449 -3.874 -0.102
C 1.318 -4.703 1.170
O -0.015 -4.531 1.602
C -0.729 -3.994 0.605
O -1.948 -3.981 0.586
O 0.107 -3.482 -0.394
H 1.707 -4.575 -0.896
H 2.248 -3.146 0.041
H 1.915 -4.243 1.957
H 1.586 -5.739 0.963
C 7.403 0.097 1.484
C 6.342 0.658 0.569
O 5.141 0.450 1.205
C 5.329 -0.428 2.278
O 4.394 -1.011 2.876
O 6.578 -0.730 2.350
H 8.002 0.816 2.042
H 8.168 -0.377 0.868
H 6.438 0.328 -0.465
H 6.418 1.745 0.553
C -8.110 -2.570 3.692
C -8.038 -2.480 2.203
C -7.449 -1.106 1.835
C -5.968 -0.953 1.874
C -5.350 -2.024 1.062
C -5.835 -3.486 1.411
N -7.315 -3.539 1.505
O -7.814 -4.843 1.865
C -5.518 -4.398 0.288
C -5.167 -4.011 2.716
C -9.579 -2.436 1.774
H -8.411 -3.570 4.005
H -8.812 -1.831 4.079
H -7.197 -2.197 4.155
H -7.769 -0.778 0.846
H -7.934 -0.410 2.520
H -5.639 -1.093 2.903
H -5.529 0.014 1.629
H -4.323 -1.967 1.423
H -5.446 -1.766 0.007
H -5.779 -5.414 0.585
H -5.982 -4.137 -0.663
H -4.486 -4.632 0.024
H -5.415 -3.391 3.577
H -5.486 -4.964 3.138
H -4.080 -4.008 2.633
H -10.113 -3.304 2.161
H -9.672 -2.518 0.691
H -10.090 -1.562 2.178
H -8.131 -5.162 1.017
C 4.835 8.270 -2.420
C 3.909 7.555 -1.444
C 3.137 6.432 -2.309
C 3.954 5.147 -2.500
C 4.483 4.639 -1.187
C 5.428 5.691 -0.445
N 4.735 6.994 -0.329
O 5.288 7.875 0.604
C 5.649 5.119 0.981
C 6.804 5.769 -1.104
C 2.851 8.530 -0.810
H 5.287 7.528 -3.078
H 5.600 8.875 -1.933
H 4.357 8.896 -3.173
H 2.242 6.139 -1.761
H 2.928 6.880 -3.280
H 4.746 5.313 -3.229
H 3.331 4.397 -2.988
H 5.139 3.810 -1.451
H 3.638 4.260 -0.612
H 6.255 5.711 1.667
H 4.635 5.136 1.381
H 6.103 4.129 1.017
H 6.675 5.898 -2.178
H 7.410 6.613 -0.773
H 7.401 4.897 -0.839
H 2.140 8.103 -0.103
H 2.271 8.924 -1.645
H 3.361 9.395 -0.385
H 4.822 7.687 1.422
C 0.170 3.589 1.937
C 0.329 2.851 0.571
C 1.664 2.051 0.640
C 1.665 0.778 1.415
C 0.570 -0.134 0.965
C -0.832 0.542 0.999
N -0.784 1.865 0.316
O -2.050 2.497 0.168
C -1.698 -0.400 0.158
C -1.422 0.570 2.484
C 0.436 3.929 -0.580
H 0.246 2.841 2.726
H -0.778 4.122 1.860
H 0.937 4.313 2.210
H 1.912 1.794 -0.390
H 2.514 2.612 1.029
H 1.646 1.050 2.471
H 2.656 0.332 1.330
H 0.547 -0.925 1.715
H 0.829 -0.629 0.029
H -1.743 -1.429 0.517
H -2.733 -0.069 0.238
H -1.511 -0.343 -0.914
H -0.632 0.880 3.168
H -2.312 1.195 2.565
H -1.866 -0.372 2.807
H 0.860 3.600 -1.529
H 1.273 4.569 -0.300
H -0.478 4.472 -0.822
H -2.090 2.570 -0.789
C -6.208 3.311 -2.964
C -5.118 2.596 -2.151
C -5.469 1.033 -2.042
C -5.083 0.231 -3.289
C -3.599 0.484 -3.529
C -3.306 2.002 -3.792
N -3.771 2.824 -2.652
O -3.326 4.172 -2.657
C -1.720 1.958 -3.867
C -3.747 2.524 -5.104
C -5.194 3.038 -0.669
H -7.157 3.291 -2.428
H -6.383 2.739 -3.875
H -5.963 4.373 -3.000
H -4.923 0.507 -1.259
H -6.539 0.893 -1.887
H -5.637 0.357 -4.220
H -5.301 -0.817 -3.085
H -3.323 -0.144 -4.376
H -2.978 0.269 -2.659
H -1.369 2.890 -4.311
H -1.305 1.967 -2.859
H -1.353 1.188 -4.545
H -4.719 2.118 -5.387
H -3.703 3.611 -5.166
H -3.014 2.212 -5.848
H -4.342 2.657 -0.106
H -6.142 2.791 -0.190
H -5.055 4.110 -0.529
H -4.053 4.528 -3.174
C 1.501 -0.170 7.455
C 2.550 -1.292 7.092
C 2.567 -2.382 8.291
C 1.384 -3.371 8.384
C 1.036 -3.917 7.042
C 0.976 -2.848 5.811
N 2.203 -2.017 5.811
O 2.303 -1.200 4.619
C 0.782 -3.629 4.525
C -0.429 -2.152 5.972
C 3.960 -0.634 7.021
H 1.390 0.599 6.690
H 1.764 0.450 8.312
H 0.576 -0.651 7.773
H 3.529 -2.893 8.288
H 2.643 -1.811 9.216
H 0.486 -2.940 8.826
H 1.711 -4.207 9.002
H 0.088 -4.452 6.984
H 1.831 -4.634 6.837
H 0.011 -4.398 4.565
H 0.451 -3.058 3.658
H 1.731 -4.091 4.252
H -0.681 -2.014 7.024
H -0.486 -1.146 5.557
H -1.254 -2.779 5.634
H 4.762 -1.352 6.849
H 4.213 -0.224 7.999
H 4.005 0.156 6.272
H 2.996 -1.588 4.080
C 3.797 -0.121 -2.330
O 4.849 0.331 -3.196
C 5.674 -0.690 -3.835
C 6.528 -0.151 -5.014
N 7.613 0.779 -4.742
C 7.177 2.023 -3.966
C 8.400 2.870 -3.639
O 8.984 2.363 -2.491
C 10.059 3.166 -2.019
H 4.180 -0.739 -1.518
H 2.988 -0.644 -2.840
H 3.341 0.696 -1.772
H 5.125 -1.569 -4.173
H 6.321 -1.127 -3.074
H 5.846 0.260 -5.758
H 6.968 -0.967 -5.587
H 8.333 0.320 -4.201
H 6.540 1.812 -3.107
H 6.543 2.617 -4.623
H 8.113 3.919 -3.716
H 9.138 2.698 -4.423
H 9.756 4.187 -1.791
H 10.808 3.069 -2.806
H 10.481 2.673 -1.143
C -0.618 -3.018 -3.628
O -1.715 -3.699 -4.082
C -2.808 -3.778 -3.207
C -3.893 -4.702 -3.759
N -3.505 -6.105 -4.143
C -4.676 -6.928 -4.462
C -4.213 -8.342 -4.982
O -5.364 -9.071 -5.333
C -6.170 -9.434 -4.266
H -0.018 -2.632 -4.451
H 0.084 -3.660 -3.096
H -0.902 -2.147 -3.037
H -3.275 -2.805 -3.056
H -2.523 -4.215 -2.250
H -4.310 -4.202 -4.633
H -4.603 -4.592 -2.939
H -2.921 -6.192 -4.963
H -5.450 -6.482 -5.086
H -5.166 -7.026 -3.493
H -3.641 -8.917 -4.253
H -3.576 -8.248 -5.861
H -6.974 -10.067 -4.643
H -6.664 -8.594 -3.778
H -5.614 -10.066 -3.573



No. 6
Formula: C26H33BiClN2O2Te
Source: OMol25
Level of theory: wB97M-V/def2-TZVPD

Calculated values
Total charge ... -1
LUMO level (spin up / spin down) ... 2.6830 / 2.6831 eV
E_HOMO (spin up / spin down) ... -1.27 / -1.27 eV

Atoms and positions in Å:
Bi -0.727 0.012 -0.189
Cl -2.465 0.272 1.703
N -0.790 2.246 -0.212
N -0.938 -2.214 0.122
C -1.761 3.024 -0.634
C -1.737 -3.050 -0.507
C 0.217 2.998 0.552
C -0.524 4.320 0.741
C 1.452 3.110 -0.326
C 0.564 2.318 1.881
H 1.148 3.117 -1.383
H 2.141 2.240 -0.214
H 2.021 4.015 -0.063
H -0.267 2.358 2.597
H 1.475 2.749 2.331
H 0.791 1.250 1.761
C -0.093 -2.923 1.091
C -0.259 -4.356 0.604
C -0.627 -2.657 2.500
C 1.347 -2.457 1.020
H 1.724 -2.476 -0.011
H 2.039 -3.036 1.657
H 1.369 -1.460 1.476
H -1.689 -2.935 2.529
H -0.574 -1.595 2.796
H -0.061 -3.254 3.235
O -1.478 -4.310 -0.265
H -0.434 -5.085 1.421
H 0.587 -4.631 -0.055
O -1.648 4.267 -0.258
H 0.097 5.214 0.521
H -1.007 4.351 1.735
C -2.897 2.504 -1.454
C -2.815 -2.603 -1.435
C -2.508 -1.296 -2.183
H -3.716 -2.430 -0.823
H -3.001 -3.415 -2.143
C -2.903 -0.052 -1.606
C -2.558 1.202 -2.194
H -3.534 -0.060 -0.708
C -1.894 1.191 -3.412
C -1.552 -0.033 -4.017
C -1.454 2.478 -4.059
C -1.838 -1.264 -3.399
H -1.032 -0.027 -4.975
C -1.332 -2.537 -4.027
H -0.920 -2.332 -5.019
H -2.124 -3.292 -4.137
H -0.527 -2.991 -3.426
H -2.273 3.208 -4.135
H -1.074 2.284 -5.067
H -0.636 2.956 -3.494
H -3.184 3.292 -2.156
H -3.730 2.297 -0.765
Te 2.764 -0.087 -0.138
C 3.415 -0.001 1.864
C 2.589 -0.074 3.002
C 3.179 -0.090 4.264
C 4.568 -0.052 4.401
C 5.373 0.004 3.259
C 4.823 0.030 1.984
H 1.497 -0.125 2.904
H 2.522 -0.132 5.126
H 5.014 -0.068 5.395
H 6.456 0.030 3.353
H 5.408 0.060 1.061